1.
Here is a cluster of 23 separate species, C46H138O23 in total in a non-equilibrium geometry from OMol25. Energies are from wB97M-V/def2-TZVPD.

Properties
HOMO level ... -9.0517 eV
Largest force on an atom ... 0.052 Eh/bohr
Frontier orbital gap ... 9.21 eV

```
! wB97M-V def2-TZVPD RIJCOSX def2/J DEFGRID3
* xyz 0 1
C 4.47851 -5.97802 0.07203
C 3.52421 -5.98529 1.25774
O 4.17997 -5.44287 2.34040
H 4.07971 -6.63834 -0.69806
H 5.40642 -6.47217 0.35995
H 4.64018 -4.94739 -0.24382
H 3.14862 -6.96346 1.55810
H 2.64941 -5.37616 1.03017
H 3.52181 -5.13317 2.96691
C 3.38655 -1.88652 1.03104
C 3.19510 -2.02059 -0.52604
O 3.53877 -0.79627 -1.06017
H 2.82053 -1.13249 1.57799
H 4.44445 -1.82705 1.28682
H 3.02534 -2.84281 1.40939
H 2.15155 -2.21272 -0.77541
H 3.85693 -2.72774 -1.02606
H 3.60489 -0.90185 -2.01205
C 3.53860 1.44294 3.37816
C 4.72662 0.69547 3.95487
O 4.94216 1.04031 5.31365
H 2.61534 1.25282 3.92544
H 3.38186 1.12721 2.34673
H 3.75755 2.50954 3.32782
H 5.56717 0.85800 3.28022
H 4.58837 -0.38555 3.97420
H 5.83663 0.79084 5.55711
C 1.65392 -4.62629 -2.94504
C 1.19283 -4.90202 -4.36681
O 0.23170 -5.87670 -4.36338
H 0.83255 -4.42345 -2.25778
H 2.34381 -3.78303 -2.97753
H 2.20496 -5.48984 -2.57255
H 2.08188 -5.33019 -4.82979
H 0.86131 -3.97049 -4.82555
H 0.24797 -6.33565 -5.20641
C 5.48726 1.42298 -5.58447
C 5.25235 2.08230 -4.25359
O 3.95165 1.88432 -3.88020
H 4.74597 1.73347 -6.32078
H 5.41539 0.33695 -5.64338
H 6.46770 1.70714 -5.96670
H 5.43987 3.15578 -4.27760
H 5.90803 1.54970 -3.56473
H 3.87683 2.17520 -2.96839
C 1.78330 -2.35195 6.84995
C 2.58222 -1.70896 5.72388
O 1.75028 -1.84097 4.59180
H 1.66979 -3.40715 6.60143
H 0.79367 -1.91605 6.98686
H 2.30790 -2.27750 7.80250
H 3.50364 -2.28730 5.65608
H 2.84587 -0.66281 5.87940
H 1.21882 -1.04413 4.65664
C -1.17934 5.33678 5.98736
C -1.88758 5.83389 4.70101
O -1.85222 4.76688 3.73578
H -0.99918 6.18990 6.64145
H -0.21871 4.85168 5.81424
H -1.86236 4.62028 6.44364
H -1.43910 6.70743 4.22784
H -2.92531 6.00000 4.99020
H -2.78270 4.53661 3.68291
C -3.06610 -6.56827 -2.28982
C -1.78259 -7.35177 -2.00397
O -0.71097 -6.43166 -1.78486
H -3.01854 -5.79397 -3.05553
H -3.43296 -6.18414 -1.33800
H -3.86321 -7.27776 -2.51195
H -1.59671 -7.98258 -2.87324
H -1.91668 -8.02511 -1.15737
H -0.42581 -6.05442 -2.62031
C 3.25266 8.24576 -2.36896
C 2.38799 7.10264 -1.86133
O 1.09305 7.18679 -2.31718
H 4.29592 8.29216 -2.05659
H 2.78780 9.18022 -2.05466
H 3.28460 8.28947 -3.45761
H 2.34353 7.11666 -0.77233
H 2.89648 6.17659 -2.12958
H 0.64052 6.39247 -2.02415
C -5.53225 -1.07443 -1.07918
C -5.38309 -0.19084 -2.33085
O -3.99783 0.06310 -2.49738
H -6.58673 -1.21788 -0.84338
H -5.10657 -0.64742 -0.17113
H -5.03045 -2.03984 -1.14468
H -5.97873 0.72183 -2.31280
H -5.77560 -0.75010 -3.18012
H -3.77876 0.62743 -1.75230
C -0.96634 1.39042 -6.25197
C 0.22872 2.23160 -6.49384
O 0.30064 2.64592 -7.82268
H -0.99855 1.12336 -5.19568
H -0.91263 0.49686 -6.87388
H -1.88822 1.87251 -6.57730
H 1.08168 1.64056 -6.16028
H 0.20626 3.08652 -5.81804
H 0.92949 3.36967 -7.87111
C -4.32636 -2.05946 2.47645
C -5.79217 -2.39465 2.62412
O -6.05668 -2.22214 3.97617
H -3.72304 -2.58709 3.21517
H -4.10820 -1.00015 2.61195
H -3.84814 -2.37289 1.54846
H -6.00756 -3.44087 2.40703
H -6.49205 -1.88233 1.96397
H -6.87135 -2.70844 4.12250
C 1.16713 -0.51536 -4.10982
C 2.46529 -0.95984 -4.86865
O 3.44921 -0.69347 -3.92499
H 1.00932 -1.11681 -3.21458
H 0.34283 -0.60428 -4.81745
H 1.17970 0.52190 -3.77511
H 2.59209 -0.36969 -5.77626
H 2.45367 -2.01049 -5.15864
H 3.62867 0.24650 -4.00149
C -4.25484 6.01659 1.62588
C -5.10258 5.47893 2.69889
O -4.43218 4.40341 3.30137
H -4.84273 6.75570 1.08163
H -3.91427 5.20733 0.97996
H -3.36717 6.49776 2.03651
H -6.03729 5.10804 2.27834
H -5.31532 6.22476 3.46476
H -4.99056 3.96063 3.94462
C -0.51896 -0.61111 -0.32894
C 0.47158 0.45708 0.22956
O -0.39659 1.58890 0.33461
H -0.93235 -0.16567 -1.23381
H -1.36590 -0.80259 0.32997
H -0.02972 -1.53920 -0.62459
H 1.32738 0.63880 -0.42056
H 0.89676 0.22759 1.20662
H 0.10442 2.33999 0.66090
C -1.63145 0.97325 3.77997
C -0.62955 1.33066 4.82874
O -0.12665 0.18046 5.44570
H -2.63242 0.79759 4.17406
H -1.30683 0.13756 3.16001
H -1.68001 1.82978 3.10759
H -1.06361 1.89573 5.65360
H 0.22062 1.82115 4.35467
H 0.07999 0.31790 6.37307
C 2.25764 4.25335 1.35648
C 1.15330 4.61299 2.36193
O -0.01592 4.06955 1.86505
H 3.18789 4.72284 1.67637
H 2.03410 4.75145 0.41306
H 2.48642 3.19459 1.23485
H 1.04369 5.69109 2.47934
H 1.23890 4.13461 3.33760
H -0.66172 4.24291 2.55388
C -5.05901 2.43483 0.43307
C -3.66507 1.87513 0.76834
O -3.02333 1.49606 -0.46803
H -4.93400 3.36362 -0.12353
H -5.65973 2.56276 1.33355
H -5.60836 1.72657 -0.18717
H -3.80939 0.99511 1.39511
H -2.98366 2.57442 1.25287
H -2.06773 1.46880 -0.38035
C 0.56778 3.56506 -1.91717
C -0.71715 4.36400 -1.58925
O -0.38427 5.36017 -0.65615
H 1.02644 3.16628 -1.01234
H 1.35932 4.20026 -2.31477
H 0.28765 2.83004 -2.67172
H -1.47555 3.73979 -1.11672
H -1.08789 4.95358 -2.42773
H -0.45341 4.97240 0.21933
C -0.79003 -3.56536 2.32682
C -0.35668 -4.36513 1.10578
O -1.46882 -4.61858 0.25880
H -1.28629 -2.62021 2.10657
H 0.13566 -3.34100 2.85679
H -1.45896 -4.14583 2.96219
H 0.01593 -5.32342 1.46763
H 0.44185 -3.89445 0.53226
H -1.19454 -5.29217 -0.36782
C -3.56641 -7.33714 1.55544
C -4.30636 -6.03953 1.92351
O -3.93695 -4.93364 1.06814
H -3.94868 -8.19835 2.10343
H -2.48213 -7.32089 1.66582
H -3.72445 -7.60080 0.50969
H -4.16294 -5.79211 2.97532
H -5.38254 -6.19590 1.84961
H -2.98800 -4.86116 0.94228
C -1.67460 -2.82232 -2.70770
C -2.64556 -2.55279 -3.80778
O -2.41517 -1.25088 -4.22775
H -1.99580 -2.36198 -1.77335
H -0.64813 -2.53511 -2.93564
H -1.67289 -3.89071 -2.49172
H -3.68224 -2.68006 -3.49602
H -2.49405 -3.32032 -4.56675
H -3.00067 -0.74713 -3.65765
C 5.46764 3.70653 -1.08723
C 5.17922 2.25351 -0.75886
O 3.77452 2.10213 -1.07037
H 6.55106 3.80190 -1.15941
H 5.15650 4.40724 -0.31244
H 5.11797 4.01237 -2.07328
H 5.33098 1.97037 0.28273
H 5.79531 1.59085 -1.36665
H 3.59494 1.17253 -0.91169
*
```

=====

2.
Here is a structure of composition C46H27I4IrN4OS2 in a non-equilibrium geometry from OMol25. Energies are from wB97M-V/def2-TZVPD.

Properties
HOMO level (alpha / beta) ... -8.5413 / -10.3893 eV
<S²> ... 8.928
Largest force on an atom ... 0.020 Eh/bohr
Frontier orbital gap (alpha / beta) ... 4.56 / 4.45 eV

```
! wB97M-V def2-TZVPD RIJCOSX def2/J DEFGRID3
* xyz 1 6
Ir 0.03307 0.51933 0.10703
I -3.97338 1.91993 -8.36129
C -3.34079 1.89366 -6.36379
C -4.27770 1.83847 -5.34135
C -3.86436 1.79484 -4.02439
C -2.50672 1.81543 -3.68179
C -1.58130 1.85450 -4.74386
C -1.98694 1.90257 -6.06367
C -1.97563 1.71829 -2.31780
C -0.80196 2.43848 -2.04753
C -0.43644 3.69272 -2.64064
C 0.62626 4.17277 -1.93606
C 0.94873 3.19476 -0.93911
C 2.06045 3.20055 -0.03560
C 2.52848 4.41976 0.56009
C 1.73175 5.59062 0.53597
C 2.17070 6.77739 1.07910
C 3.41296 6.83320 1.70221
I 4.10122 8.64365 2.49278
C 4.18169 5.68142 1.82473
C 3.74575 4.49689 1.27224
C 2.68070 1.90317 0.25937
N 1.93420 0.79997 0.55299
C 2.79490 -0.25322 0.81846
C 2.38755 -1.51399 1.31741
C 3.40335 -2.58997 1.38011
C 3.98323 -2.98852 0.17219
C 4.85627 -4.06219 0.12414
C 5.16549 -4.73703 1.29550
I 6.46254 -6.39252 1.23519
C 4.63206 -4.33223 2.50931
C 3.74814 -3.26461 2.54764
C 1.07161 -1.82119 1.68169
C 0.60398 -2.98367 2.38334
C -0.74136 -2.86107 2.52103
C -1.13043 -1.64629 1.85234
N -0.01525 -1.04252 1.36341
C -2.45083 -1.24023 1.59455
C -2.80199 -0.32241 0.55907
C -4.10117 -0.02475 0.09963
C -3.97206 0.71196 -1.06563
C -2.60621 0.93980 -1.27683
N -1.90691 0.34078 -0.24606
C -3.51553 -1.91903 2.35865
C -3.45267 -1.93597 3.75465
C -4.43226 -2.56182 4.50625
C -5.48233 -3.19769 3.86123
I -6.97661 -4.14280 4.99741
C -5.55333 -3.21927 2.47665
C -4.57538 -2.58046 1.73300
C 4.10681 0.20470 0.62115
C 4.03288 1.55144 0.26963
N 0.07739 2.16516 -1.03284
H -5.33423 1.83311 -5.57082
H -4.62328 1.78624 -3.25991
H -0.52268 1.80256 -4.53759
H -1.25166 1.93399 -6.85567
H -0.96599 4.17997 -3.44176
H 1.16492 5.08731 -2.11529
H 0.73611 5.55095 0.12146
H 1.54772 7.65953 1.02539
H 5.12236 5.71289 2.35713
H 4.35181 3.61344 1.39804
H 3.71735 -2.46707 -0.73855
H 5.28286 -4.37263 -0.81986
H 4.89727 -4.85097 3.42013
H 3.34708 -2.94106 3.50012
H 1.21812 -3.79435 2.73660
H -1.42349 -3.54943 2.99112
H -5.02148 -0.29689 0.58527
H -4.79127 1.09874 -1.64276
H -2.63723 -1.43254 4.25877
H -4.38101 -2.54772 5.58604
H -6.36116 -3.73546 1.97643
H -4.60581 -2.63202 0.65247
H 5.00425 -0.37935 0.74472
H 4.86166 2.18832 0.01082
C 0.52942 -4.88289 -0.74898
O 0.89809 -3.53109 -1.06844
C -0.02472 -2.66989 -1.40732
S 0.52290 -1.13819 -1.92855
S -1.64211 -2.95490 -1.52146
H 0.29377 -5.42918 -1.66228
H -0.33117 -4.90676 -0.08090
H 1.39901 -5.31747 -0.26629
*
```

=====

3.
Here is a structure of composition C46H30AgCl3F14GeN3O2S2 from OMol25. Energies are from wB97M-V/def2-TZVPD.

Properties
HOMO level ... -5.3004 eV
Largest force on an atom ... 0.012 Eh/bohr
Frontier orbital gap ... 5.68 eV

```
! wB97M-V def2-TZVPD RIJCOSX def2/J DEFGRID3
* xyz -1 1
Ag 0.15940 0.48643 -0.13629
F -5.26805 -5.24851 -0.65793
C -3.83727 -3.94239 0.76578
C -3.29813 -3.07371 -0.17280
F -3.85353 -2.98022 -1.39759
C -2.25154 -2.23576 0.12627
F -1.85033 -1.40191 -0.85907
C -1.63592 -2.17682 1.38357
S -0.35605 -1.11675 1.80404
C -2.17905 -3.08128 2.31592
F -1.67747 -3.12157 3.55790
C -3.23168 -3.91426 2.01760
F -3.73342 -4.69462 2.99570
Cl -1.95956 2.11836 6.55047
C -3.13500 1.65355 5.36241
C -2.89910 0.55733 4.54899
C -3.84257 0.21780 3.59605
C -5.01248 0.95678 3.43286
C -5.93892 0.63581 2.28522
C -5.60013 1.50218 1.05111
N -4.18264 1.76647 0.93061
C -3.51561 2.79780 1.54773
C -2.19474 2.58271 1.31006
N -2.03317 1.43740 0.56945
C -3.24098 0.97681 0.35419
O -5.79903 -0.73835 1.99092
C -6.98663 -1.39419 1.56817
C -6.69335 -2.86899 1.66885
C -6.91691 -3.54606 2.95380
Cl -6.85850 -2.47795 4.34013
S -7.27738 -5.10167 3.17726
C -5.17386 -4.61124 0.57064
C -6.09798 -3.43062 0.60940
C -5.21425 2.04446 4.26931
Cl -6.63835 3.03944 4.09290
C -4.29315 2.40124 5.24022
H -1.98620 -0.01496 4.64158
H -3.66299 -0.62708 2.94435
H -6.97605 0.85122 2.56397
H -6.11576 2.45999 1.11764
H -5.94635 0.97843 0.15937
H -4.03120 3.57504 2.08485
H -1.34986 3.16072 1.64621
H -3.49265 0.08768 -0.19922
H -7.22667 -1.13306 0.53122
H -7.82852 -1.10315 2.20455
H -5.36264 -5.34658 1.34315
H -6.03893 -2.83916 -0.30021
H -4.46860 3.25473 5.87890
C 0.78908 2.14272 -1.36835
C -0.12333 2.56931 -2.44069
C -1.38627 3.11214 -2.15995
C -2.25205 3.48281 -3.16719
C -1.87184 3.34285 -4.50331
C -0.59760 2.86574 -4.80322
C 0.25860 2.49658 -3.78489
C -2.77259 3.71162 -5.55842
N -3.49612 4.00793 -6.40292
H 0.71359 2.77355 -0.47833
H 1.82505 2.07465 -1.68544
H -1.69003 3.23241 -1.12874
H -3.22727 3.88836 -2.92902
H -0.28805 2.77790 -5.83593
H 1.25218 2.15348 -4.02819
F 4.40375 -2.04829 1.52042
C 4.75878 -0.80168 1.20537
F 5.77077 -0.46020 2.02376
F 5.26842 -0.84594 -0.04020
C 3.52663 0.16256 1.25855
O 2.50353 -0.30627 0.56395
C 3.97706 1.56152 0.69833
F 5.11784 2.04998 1.21627
F 4.15115 1.50313 -0.62922
F 3.02524 2.48529 0.91779
C 3.11687 0.35520 2.76111
F 1.96359 1.03012 2.84872
F 4.02149 1.04000 3.49134
F 2.93370 -0.82048 3.36465
Ge 1.60727 -0.82407 -1.70955
C 0.74706 -0.89005 -3.49504
C -0.61523 -1.08296 -3.71870
C -1.11634 -1.21169 -5.00699
C -0.26091 -1.14562 -6.09780
C 1.09879 -0.95536 -5.89304
C 1.59419 -0.82989 -4.60124
C 1.70116 -2.70075 -1.18592
C 2.93264 -3.20676 -0.78092
C 3.08285 -4.55905 -0.50552
C 1.99984 -5.41791 -0.62629
C 0.76940 -4.92395 -1.03841
C 0.62344 -3.57330 -1.32050
H 3.02546 -0.33640 -2.02278
H -1.30177 -1.11833 -2.88424
H -2.17871 -1.35804 -5.16057
H -0.65205 -1.23905 -7.10349
H 1.77334 -0.90143 -6.73935
H 2.65868 -0.67904 -4.45039
H 3.77613 -2.53761 -0.67363
H 4.04594 -4.93872 -0.18719
H 2.11320 -6.47118 -0.40084
H -0.07788 -5.59080 -1.14390
H -0.33463 -3.20749 -1.66555
*
```

=====

4.
Here is a structure of composition C46H34IInOP2S in a non-equilibrium geometry from OMol25. Energies are from wB97M-V/def2-TZVPD.

Properties
HOMO level ... -13.4035 eV
Largest force on an atom ... 0.069 Eh/bohr
Frontier orbital gap ... 7.82 eV

```
! wB97M-V def2-TZVPD RIJCOSX def2/J DEFGRID3
* xyz 2 1
In -9.22327 -15.40194 -6.28170
O -12.30785 -19.20455 -8.02382
S -11.62893 -17.98691 -7.56909
C -12.25982 -16.82705 -8.81253
C -13.47235 -17.09973 -9.36291
C -13.82403 -16.47358 -10.53673
C -12.98474 -15.51158 -11.11406
C -11.78742 -15.12798 -10.48354
C -11.33702 -15.88123 -9.39401
P -9.63640 -15.81349 -8.78456
C -8.66858 -14.38384 -9.58919
C -8.25487 -14.50228 -10.94780
C -7.37453 -13.57661 -11.52169
C -7.05441 -12.47507 -10.75454
C -7.39986 -12.38382 -9.40844
C -8.16336 -13.37229 -8.79243
C -8.76863 -17.21603 -9.50057
C -9.43071 -18.23656 -10.13324
C -8.70626 -19.33961 -10.50553
C -7.32787 -19.42758 -10.22550
C -6.65975 -18.38560 -9.51340
C -7.37925 -17.24038 -9.23657
C -12.46303 -17.50232 -6.09407
C -13.84125 -17.59072 -6.01964
C -14.53583 -17.54880 -4.84846
C -13.77862 -17.39004 -3.63990
C -12.40821 -17.32326 -3.70881
C -11.75021 -17.32286 -4.91744
P -9.91312 -17.44164 -4.95536
C -9.38230 -17.43045 -3.25366
C -9.11356 -18.61376 -2.56729
C -8.54192 -18.54643 -1.31277
C -8.12360 -17.33238 -0.78238
C -8.50391 -16.15361 -1.42749
C -9.13768 -16.20179 -2.65637
C -9.35006 -19.07271 -5.55471
C -8.01530 -19.32743 -5.67887
C -7.51732 -20.61749 -5.85621
C -8.45048 -21.63283 -6.02009
C -9.79595 -21.34623 -6.07321
C -10.24940 -20.05115 -5.73267
H -14.00118 -17.96527 -9.19658
H -14.80335 -16.82301 -10.91512
H -13.19708 -14.98690 -12.01458
H -11.17081 -14.37374 -11.03092
H -8.65409 -15.33780 -11.61607
H -6.80663 -13.76730 -12.43296
H -6.48301 -11.72562 -11.27370
H -7.02563 -11.54697 -8.84426
H -8.48720 -13.23803 -7.79537
H -10.51258 -18.23832 -10.27391
H -9.27630 -20.19848 -10.91367
H -6.85697 -20.35235 -10.53496
H -5.65057 -18.53757 -9.18440
H -6.90020 -16.42707 -8.71396
H -14.37819 -17.69960 -6.96698
H -15.62927 -17.53705 -4.86842
H -14.27187 -17.17696 -2.71300
H -11.94086 -17.23160 -2.73743
H -9.19074 -19.53648 -3.09133
H -8.31455 -19.48801 -0.80331
H -7.58764 -17.27029 0.15764
H -8.19317 -15.18141 -1.03696
H -9.46080 -15.28021 -3.16124
H -7.31145 -18.46847 -5.63693
H -6.46211 -20.70784 -6.07492
H -8.25979 -22.66388 -6.08900
H -10.54954 -22.12339 -6.28483
H -11.31800 -20.03572 -5.59336
I -6.28850 -15.45926 -6.22299
C -6.56859 -13.36750 -5.58334
C -5.35621 -12.70998 -5.47818
C -5.35131 -11.29840 -5.26464
C -6.57995 -10.74978 -4.93091
C -7.73222 -11.49029 -4.83897
C -8.89048 -10.79459 -4.36701
C -10.07860 -11.43121 -4.42245
C -10.20389 -12.77290 -4.86295
C -9.13343 -13.53171 -5.22097
C -7.85416 -12.84929 -5.19605
H -4.44542 -13.20199 -5.84799
H -4.50618 -10.66495 -5.43965
H -6.70795 -9.68756 -4.77820
H -8.91299 -9.75621 -4.18202
H -10.96188 -10.88385 -4.13370
H -11.14449 -13.27510 -4.90324
*
```

=====

Which of these has the lowest largest force on an atom? C46H30AgCl3F14GeN3O2S2